1.
Density functional theory data (ωB97M-V with the def2-TZVPD basis set) for C5H14BClHfIrN as an isolated structure.

Output
Orbital gap (alpha / beta) in Ha: 0.202 / 0.253
Energy relative to the best compared isomer or geometry (same formula, charge and spin) in kcal per mole: 53.7
Multiplicity: 5
E in Eh: -890.759692
HOMO (alpha / beta) in eV: -6.73 / -9.35

Last column: Mulliken charge in e.
Positions of all 24 atoms, in Å:
Ir -1.187 -0.328 -2.289  0.903
Cl -3.280 -0.002 -3.155  -0.448
C -0.462 -2.104 -1.806  -1.471
C 0.455 0.536 -2.979  -1.526
H 0.216 -2.292 -2.652  0.440
H 0.014 -2.377 -0.844  0.345
H -1.355 -2.742 -1.956  0.318
H 0.909 -0.284 -3.568  0.450
H 1.195 1.051 -2.324  0.355
H 0.021 1.269 -3.694  0.303
Hf 0.769 -0.242 -0.138  1.091
C 0.569 1.925 -0.074  -1.240
C 2.428 -0.377 1.305  -0.812
H 1.602 2.323 -0.246  0.397
H -0.129 2.491 -0.724  0.322
H 0.308 2.141 0.994  0.346
H 3.350 0.241 1.318  0.316
H 2.560 -1.042 2.192  0.318
B -1.502 0.052 3.914  -0.084
C -0.950 -0.249 2.533  0.527
N -0.541 -0.433 1.441  -0.644
H -0.620 0.424 4.672  -0.075
H -2.059 -0.945 4.350  -0.066
H -2.310 0.960 3.731  -0.064

Forces on atoms 1 to 2 (eV/Å):
Ir -2.9 1.0 -0.2
Cl -0.2 0.2 0.2

***

2.
Density functional theory data (ωB97M-V with the def2-TZVPD basis set) for C5H14BrCl2O5V as an isolated structure.

Output
Orbital gap (alpha / beta) in Ha: 0.241 / 0.260
Energy relative to the best compared isomer or geometry (same formula, charge and spin) in kcal per mole: 28.5
Multiplicity: 4
E in Eh: -5013.700113
HOMO (alpha / beta) in eV: -4.02 / -4.55
Net charge: -1

Last column: Mulliken charge in e.
Positions of all 28 atoms, in Å:
V -6.635 17.462 -22.028  0.845
Cl -5.253 16.007 -20.338  -0.671
Cl -8.099 19.085 -23.311  -0.668
Br -4.877 16.870 -24.145  -0.771
C -8.026 18.174 -18.880  -0.328
O -8.002 17.727 -20.208  -0.215
H -7.862 17.339 -18.199  0.258
H -7.288 18.948 -18.669  -0.138
H -9.020 18.606 -18.763  0.335
H -8.861 17.317 -20.336  0.224
C -8.012 14.613 -23.326  -0.726
O -7.959 15.777 -22.556  -0.219
H -8.845 14.001 -22.977  0.270
H -8.048 14.877 -24.383  0.296
H -7.024 14.178 -23.173  0.241
H -8.876 16.004 -22.385  0.236
C -5.098 20.301 -18.678  -0.744
O -4.884 20.990 -19.935  -0.338
C -4.978 20.277 -21.090  0.820
O -5.441 19.131 -21.259  -0.376
O -4.436 21.018 -22.031  -0.377
C -4.349 20.525 -23.384  -0.494
H -6.005 20.721 -18.242  0.224
H -4.310 20.616 -17.994  0.300
H -5.038 19.216 -18.767  0.354
H -3.757 19.611 -23.344  0.270
H -3.940 21.370 -23.938  0.163
H -5.340 20.231 -23.727  0.230

Forces on atoms 1 to 2 (eV/Å):
V 1.1 -0.2 -0.1
Cl -0.5 0.3 -0.3

***

3.
Density functional theory data (ωB97M-V with the def2-TZVPD basis set) for C5H14Cl2KN2 as an isolated structure.

Output
Orbital gap in Ha: 0.394
Multiplicity: 1
E in Eh: -1828.576630
HOMO in eV: -13.48
Net charge: +1

Last column: Mulliken charge in e.
Positions of all 24 atoms, in Å:
K -0.221 -0.221 -0.002  0.844
Cl 2.682 0.655 0.031  -0.160
C 2.382 2.382 -0.001  -0.200
Cl 0.655 2.681 -0.032  -0.160
H 2.830 2.802 -0.902  0.290
H 2.802 2.830 0.900  0.291
N -2.849 0.273 -0.166  -0.547
C -3.600 -0.883 0.338  -0.706
C -2.661 -2.050 0.641  -0.403
C -2.056 -2.666 -0.619  -0.401
C -0.887 -3.603 -0.317  -0.708
N 0.276 -2.849 0.168  -0.545
H -3.152 1.114 0.316  0.230
H -3.066 0.422 -1.145  0.234
H -4.363 -1.203 -0.381  0.335
H -4.118 -0.616 1.264  0.390
H -3.216 -2.821 1.177  0.394
H -1.870 -1.682 1.305  0.118
H -1.693 -1.881 -1.292  0.120
H -2.832 -3.225 -1.144  0.394
H -0.630 -4.131 -1.240  0.389
H -1.201 -4.358 0.413  0.336
H 1.109 -3.153 -0.322  0.230
H 0.436 -3.063 1.147  0.234

Forces on atoms 1 to 2 (eV/Å):
K 0.2 0.2 0.0
Cl 0.6 -0.5 0.0

***

4.
Density functional theory data (ωB97M-V with the def2-TZVPD basis set) for a 2-piece molecular cluster, C5H14N overall.

Output
Orbital gap in Ha: 0.334
Energy relative to the best compared isomer or geometry (same formula, charge and spin) in kcal per mole: 41.3
Multiplicity: 1
E in Eh: -253.352507
HOMO in eV: -14.83
Net charge: +1

Last column: Mulliken charge in e.
Positions of all 20 atoms, in Å:
C 1.926 1.149 -1.006  0.359
N 2.738 0.224 -0.595  -0.120
H 0.874 0.861 -1.078  -0.226
H 2.389 2.034 -1.387  0.365
H 3.716 0.475 -0.528  0.292
H 2.349 -0.650 -0.302  0.303
C -0.833 -0.596 2.211  -1.480
C -1.247 0.037 -1.589  -1.466
C -1.445 -0.527 -0.157  -0.126
C -0.357 -0.115 0.838  0.234
H -1.716 -0.008 2.532  0.368
H -0.174 -0.342 3.084  0.386
H -1.014 -1.692 2.170  0.324
H -2.098 -0.120 -2.248  0.385
H -0.342 -0.414 -2.013  0.348
H -1.146 1.121 -1.615  0.369
H -1.662 -1.620 -0.147  0.348
H -2.419 -0.206 0.267  0.343
H 0.648 -0.592 0.690  -0.339
H -0.187 0.981 0.873  0.332

Forces on atoms 1 to 2 (eV/Å):
C 0.9 -2.3 -0.1
N -1.0 2.5 -0.7

***

5.
Density functional theory data (ωB97M-V with the def2-TZVPD basis set) for a 2-piece molecular cluster, C5H14N overall.

Output
Orbital gap in Ha: 0.368
Energy relative to the best compared isomer or geometry (same formula, charge and spin) in kcal per mole: 14.8
Multiplicity: 1
E in Eh: -253.394606
HOMO in eV: -13.47
Net charge: +1

Last column: Mulliken charge in e.
Positions of all 20 atoms, in Å:
C -0.119 -2.412 -0.988  -0.831
N 0.892 -1.337 -0.750  -0.165
H 0.298 -3.158 -1.657  0.375
H -0.376 -2.867 -0.040  0.350
H -1.001 -1.970 -1.443  0.341
H 1.162 -0.885 -1.623  0.409
H 1.730 -1.702 -0.296  0.389
H 0.497 -0.583 -0.138  0.080
C 0.375 1.447 0.548  -0.225
C -0.865 0.962 0.600  -0.019
C -1.568 0.544 1.853  -1.165
C 1.050 1.942 -0.696  -1.166
H 0.937 1.543 1.473  0.293
H -1.442 0.925 -0.326  0.379
H -2.447 1.161 2.023  0.351
H -1.924 -0.486 1.787  0.284
H -0.906 0.609 2.716  0.315
H 0.433 1.776 -1.581  0.310
H 2.030 1.477 -0.841  0.322
H 1.244 3.013 -0.623  0.372

Forces on atoms 1 to 2 (eV/Å):
C 0.0 -0.1 -0.1
N -0.2 0.0 0.1

***

6.
Density functional theory data (ωB97M-V with the def2-TZVPD basis set) for a 2-piece molecular cluster, C5H14N overall.

Output
Orbital gap (alpha / beta) in Ha: 0.442 / 0.210
Energy relative to the best compared isomer or geometry (same formula, charge and spin) in kcal per mole: 63.5
Multiplicity: 2
E in Eh: -252.809427
HOMO (alpha / beta) in eV: -20.94 / -20.60
Net charge: +2

Last column: Mulliken charge in e.
Positions of all 20 atoms, in Å:
C 2.112 2.014 0.836  -0.929
C 0.589 1.970 0.505  -0.383
C 0.080 0.509 0.371  -0.459
C -1.313 0.317 -0.307  -1.349
H 2.310 1.402 1.778  0.361
H 2.464 3.065 0.911  0.382
H 2.671 1.527 0.044  0.401
H 0.428 2.440 -0.485  0.426
H -0.029 2.507 1.290  0.385
H 0.089 0.036 1.387  0.494
H 0.865 -0.047 -0.210  0.476
H -1.899 1.261 -0.348  0.391
H -2.015 -0.423 0.162  0.408
H -1.241 -0.043 -1.367  0.439
C -1.326 -3.129 -1.035  0.008
N -0.396 -2.500 -0.404  -0.010
H -1.034 -3.839 -1.803  0.298
H -2.375 -2.890 -0.744  0.290
H -0.568 -1.627 0.085  0.053
H 0.587 -2.550 -0.665  0.316

Forces on atoms 1 to 2 (eV/Å):
C -2.5 2.0 -0.7
C 2.2 -4.1 3.1

***

7.
Density functional theory data (ωB97M-V with the def2-TZVPD basis set) for an isolated ion of composition C5H14N2 and charge -1.

Output
Orbital gap (alpha / beta) in Ha: 0.095 / 0.327
Energy relative to the best compared isomer or geometry (same formula, charge and spin) in kcal per mole: 61.6
Multiplicity: 2
E in Eh: -308.264799
HOMO (alpha / beta) in eV: 1.42 / -4.91
Net charge: -1

Last column: Mulliken charge in e.
Positions of all 21 atoms, in Å:
C -2.079 -0.458 1.435  -1.108
C -0.922 0.462 0.721  -0.825
C -0.482 0.310 -0.767  -1.673
C 0.747 -0.457 -0.809  -1.497
N 1.918 0.302 -0.311  -0.069
C 3.326 -0.152 -0.630  -1.633
N -3.400 -0.100 1.028  -0.716
H -1.865 -0.303 2.491  0.457
H -1.922 -1.481 1.161  0.399
H 0.047 0.410 1.284  0.362
H -1.151 1.451 0.965  0.605
H -0.351 1.342 -1.084  -0.187
H -1.243 -0.134 -1.421  0.971
H 0.852 -0.545 -1.864  0.837
H 0.793 -1.472 -0.469  0.650
H 1.863 1.237 -0.794  0.480
H 4.204 0.303 -0.237  0.296
H 3.285 -0.134 -1.801  0.526
H 3.402 -1.299 -0.509  0.313
H -3.481 -0.091 -0.056  0.441
H -3.541 0.809 1.668  0.370

Forces on atoms 1 to 2 (eV/Å):
C 3.0 1.1 -2.0
C 0.4 -2.1 1.0

***

8.
Density functional theory data (ωB97M-V with the def2-TZVPD basis set) for a 2-piece molecular cluster, C5H14N2 overall.

Output
Orbital gap in Ha: 0.306
Energy relative to the best compared isomer or geometry (same formula, charge and spin) in kcal per mole: 111.7
Multiplicity: 1
E in Eh: -308.245118
HOMO in eV: -7.35

Last column: Mulliken charge in e.
Positions of all 21 atoms, in Å:
C 0.626 0.056 0.962  0.238
C -0.920 0.798 -0.635  -0.914
C -1.538 -1.395 -0.091  -0.545
C 0.627 1.349 1.764  -1.505
C 1.867 -0.119 0.099  -1.296
N -1.355 -0.413 -1.094  0.285
N -0.779 -0.928 -2.290  -0.695
H 0.638 -0.745 1.712  0.399
H 0.205 -0.671 -2.339  0.221
H -1.268 -0.512 -3.077  0.251
H -0.508 1.474 -1.374  0.407
H -1.521 1.217 0.161  0.406
H -0.515 -1.172 0.560  0.109
H -2.340 -1.119 0.592  0.283
H -1.686 -2.383 -0.513  0.297
H 0.764 2.217 1.115  0.327
H 1.429 1.363 2.515  0.422
H -0.310 1.477 2.313  0.332
H 2.781 -0.204 0.704  0.411
H 2.000 0.733 -0.572  0.278
H 1.803 -1.024 -0.512  0.290

Forces on atoms 1 to 2 (eV/Å):
C 0.6 1.4 -0.4
C 0.5 -1.6 1.4

***

Question: Among the records above, which one has the highest E?
Answer: number 6

***

Question: Number 6 is which compound?
Answer: C5H14N

***

Question: E of number 5 (C5H14N)?
Answer: -253.394606 Eh